# 1
Density functional theory data (ωB97M-V/def2-TZVPD) for C42H44F3N6O6RuSiTe as an isolated structure.

Spin multiplicity: 6
Electronic energy (eV): -91402.5689
Relative energy (zero: lowest compared OMol25 entry of this formula, charge and spin) (kJ/mol): 0.0
Gap between HOMO and LUMO (alpha / beta) (eV): 5.4 / 7.6

Atoms and positions in Å:
Ru1 -1.09066 0.62956 -0.93654
O1 2.14342 -2.33743 -1.94523
C1 3.17718 -3.08922 -1.52103
C2 2.23737 -1.31082 1.09971
O2 2.56991 -2.25003 1.69149
O3 1.95067 -0.39684 0.46055
C3 2.87310 -4.28240 -0.80345
C4 3.79540 -4.89356 0.08081
C5 3.52426 -6.12276 0.67124
C6 2.30982 -6.73586 0.43257
C7 1.29345 -6.09168 -0.29372
C8 1.59671 -4.89803 -0.90645
C9 4.47183 -2.49720 -1.70020
C10 4.59471 -1.08420 -1.74074
C11 5.84013 -0.51632 -1.57397
C12 6.99452 -1.30726 -1.58333
C13 6.86441 -2.69040 -1.67990
C14 5.62295 -3.26423 -1.73062
H1 1.30216 -2.45213 -1.47746
H2 4.70847 -4.42253 0.33268
H3 4.29020 -6.58956 1.31999
H4 2.08352 -7.68872 0.86529
H5 0.28649 -6.54418 -0.40694
H6 0.85777 -4.35761 -1.52217
H7 3.74846 -0.43185 -1.70127
H8 5.87154 0.55982 -1.53484
H9 7.96858 -0.87781 -1.46077
H10 7.78036 -3.26922 -1.66484
H11 5.51129 -4.34798 -1.77192
N1 -4.00381 2.59855 -0.42922
C15 -3.97851 2.41503 -1.75843
N2 -4.94028 2.95087 -2.53327
C16 -4.91648 2.52662 -3.79250
N3 -5.86318 2.99204 -4.61010
N4 -4.00151 1.69300 -4.30580
C17 -3.09301 1.28780 -3.46347
N5 -2.96833 1.66296 -2.19877
C18 -2.03182 0.34269 -3.95344
C19 -2.04435 -0.22698 -5.22543
C20 -0.97126 -1.04512 -5.62672
C21 0.13212 -1.21614 -4.79251
C22 0.09559 -0.60217 -3.57403
N6 -0.96998 0.14036 -3.15928
H12 -4.74792 3.11216 -0.00322
H13 -3.37769 2.08048 0.18401
H14 -6.54868 3.65476 -4.29757
H15 -5.82321 2.66980 -5.56857
H16 -2.95348 -0.11078 -5.84568
H17 -1.01813 -1.52897 -6.60773
H18 0.97950 -1.86559 -5.11253
H19 0.91962 -0.70919 -2.88557
F1 -1.25254 -3.70920 1.25748
C23 -2.02292 -3.44589 0.16219
F2 -3.24249 -3.33354 0.63492
F3 -2.02467 -4.52808 -0.67058
C24 -1.55628 -2.13950 -0.55140
O4 -0.33510 -1.97987 -0.65598
O5 -2.43751 -1.38335 -1.00531
C25 -4.07294 1.61482 3.12019
C26 -2.84737 0.73332 3.41923
C27 -2.74726 0.75519 4.99699
C28 -3.14185 -0.67836 2.92160
Si1 -1.34168 1.39942 2.52642
O6 -1.51339 1.11103 0.93570
C29 -1.17547 3.26394 2.68352
C30 -1.19614 4.06912 1.55689
C31 -0.95888 5.46346 1.63156
C32 -0.69419 6.03576 2.86876
C33 -0.75981 5.26851 4.04390
C34 -0.99815 3.89406 3.91982
C35 0.17402 0.58599 3.29281
C36 1.41248 1.26760 3.16580
C37 2.61896 0.73645 3.64519
C38 2.60920 -0.43725 4.37169
C39 1.41024 -1.10535 4.52707
C40 0.23390 -0.63684 3.95854
H20 -4.89391 1.37106 3.77580
H21 -4.47192 1.45565 2.08893
H22 -3.87786 2.68690 3.23502
H23 -3.70138 0.45889 5.43337
H24 -2.53095 1.77624 5.31538
H25 -1.93628 0.11449 5.36204
H26 -4.06599 -1.05956 3.42110
H27 -2.33770 -1.40437 3.10099
H28 -3.38260 -0.66481 1.87895
H29 -1.30636 3.57003 0.57425
H30 -0.94152 6.08005 0.75404
H31 -0.48283 7.08685 2.90013
H32 -0.49996 5.70676 5.00179
H33 -1.02002 3.34226 4.85875
H34 1.47394 2.27035 2.71755
H35 3.52303 1.33901 3.58505
H36 3.49704 -0.92217 4.80554
H37 1.37708 -2.06587 5.09370
H38 -0.70662 -1.19402 4.10151
C41 2.01398 2.12396 -3.29425
Te1 1.16991 2.42000 -1.40541
C42 0.01505 4.05619 -2.07964
H39 2.86162 2.80431 -3.47945
H40 1.22079 2.43101 -4.01724
H41 2.32234 1.09163 -3.39913
H42 -0.87788 3.65029 -2.57089
H43 0.59881 4.71277 -2.71169
H44 -0.23316 4.67893 -1.24228

Atomic partial charges in e from the Mulliken method, atoms 1 to 2: -0.06 -0.04

---

# 2
Density functional theory data (ωB97M-V/def2-TZVPD) for a 34-piece molecular cluster, C2H73B2NO36 overall.

Electronic energy (eV): -79816.1238
Gap between HOMO and LUMO (eV): 8.9

Atoms and positions in Å:
N1 1.81411 -2.71778 -1.72647
C1 1.75570 -1.45310 -1.57296
C2 0.49263 -0.64629 -1.18614
B1 -0.63203 -1.48320 -0.40879
O1 -1.42684 -2.44375 -1.12435
B2 -2.48031 -1.78868 -1.81256
O2 -3.68539 -2.49135 -2.09280
O3 -2.40538 -0.43488 -2.23883
H1 2.77731 -2.95196 -1.98541
H2 2.67587 -0.85320 -1.76663
H3 0.11161 -0.14787 -2.11126
H4 0.85329 0.18860 -0.54413
H5 -0.78467 -1.23315 0.73949
H6 -4.07218 -2.84288 -1.28376
H7 -2.72362 0.11447 -1.51294
O4 0.26082 1.33546 0.93814
H8 0.36699 2.29057 0.97820
H9 0.48018 1.03860 1.83212
O5 0.31444 -1.41068 -4.35270
H10 -0.11243 -1.72482 -5.15932
H11 -0.27579 -1.68946 -3.64602
O6 -2.89590 -5.01727 -0.36888
H12 -2.06029 -5.43223 -0.60438
H13 -2.82355 -4.13095 -0.73208
O7 -3.00933 -1.79439 1.49109
H14 -3.10048 -1.95682 2.43446
H15 -2.88177 -2.67330 1.11472
O8 -6.67805 -3.03263 -2.49419
H16 -5.73941 -2.92090 -2.69899
H17 -6.69825 -3.13787 -1.53318
O9 -5.83267 -0.05747 -2.15275
H18 -5.44823 -0.93046 -2.02965
H19 -6.73923 -0.23725 -2.42879
O10 0.22866 2.14531 3.35516
H20 0.21976 3.04750 3.71264
H21 0.05253 1.58979 4.12362
O11 2.42169 3.42018 1.74211
H22 3.25118 3.86066 1.95886
H23 2.10917 3.08910 2.59508
O12 1.73213 -1.48001 1.84140
H24 1.73679 -2.08907 1.08997
H25 2.14235 -1.98526 2.55206
O13 3.71245 -0.99159 3.80920
H26 3.46808 -0.12891 4.16397
H27 3.74354 -0.85136 2.85029
O14 6.05277 0.62481 4.65780
H28 6.48760 0.21068 5.41144
H29 5.52612 -0.08537 4.26713
O15 -6.50063 -5.81100 -4.09569
H30 -6.56180 -4.94500 -3.68002
H31 -6.67350 -6.42584 -3.37704
O16 -0.81344 -0.53974 -6.74427
H32 -1.05376 0.32205 -6.39110
H33 -0.78364 -0.40449 -7.69606
O17 -6.92519 -1.07719 0.83616
H34 -7.20410 -0.24358 1.22943
H35 -6.86267 -0.87184 -0.10208
O18 -0.38707 2.34203 -2.52348
H36 -0.32714 2.11232 -1.58849
H37 -0.90340 1.62572 -2.90542
O19 -1.75441 4.26118 2.38638
H38 -1.41408 3.37666 2.56512
H39 -2.67415 4.11562 2.14978
O20 2.07530 5.24710 3.86857
H40 1.87495 6.13676 4.18715
H41 2.09497 5.34254 2.90880
O21 -9.11918 -4.74031 -2.89499
H42 -8.35120 -4.19651 -2.68228
H43 -9.76612 -4.50895 -2.22219
O22 6.24633 -2.73829 2.69768
H44 7.01856 -2.19644 2.88894
H45 5.60945 -2.49316 3.37632
O23 -6.86542 1.94232 -0.17734
H46 -6.34387 2.01942 0.63364
H47 -6.29162 1.45109 -0.77859
O24 0.89645 4.51666 -0.75483
H48 0.86628 3.80977 -1.41398
H49 1.33116 4.09696 -0.00792
O25 4.02638 -5.15305 2.21141
H50 4.84105 -4.69355 2.45973
H51 3.71798 -5.54459 3.03297
O26 -5.05350 1.81941 2.09157
H52 -4.74368 2.34413 2.83505
H53 -4.62476 0.96339 2.20810
O27 4.07237 -1.94566 -3.87097
H54 4.26478 -1.23104 -4.49012
H55 3.13373 -2.11892 -4.01024
O28 4.12730 0.16867 -5.94722
H56 3.87998 1.01695 -5.55604
H57 4.13726 0.33960 -6.89483
O29 4.15994 -4.33952 -0.59571
H58 4.09610 -4.50961 0.35184
H59 4.26327 -5.21352 -0.98063
O30 1.79522 8.48911 4.88398
H60 2.58645 9.01377 5.04335
H61 1.17474 8.78605 5.55845
O31 2.00819 1.14136 -3.71726
H62 2.06759 0.91593 -2.78479
H63 1.48380 0.42517 -4.09528
O32 4.14332 7.65487 2.71136
H64 4.93513 8.17756 2.86712
H65 3.52518 7.95635 3.38552
O33 6.96661 -0.12884 -5.90464
H66 7.35726 -1.00091 -5.79935
H67 6.04721 -0.30694 -6.15154
O34 -0.13958 6.92150 6.28062
H68 -0.18001 6.28477 5.55922
H69 0.26677 6.43255 7.00221
O35 -5.90418 -6.03948 0.51165
H70 -4.96681 -5.94420 0.30908
H71 -5.93088 -6.12871 1.46808
O36 8.60998 1.89582 4.49702
H72 8.82968 2.57882 3.85816
H73 7.66792 1.72713 4.35259

Atomic partial charges in e from the Mulliken method, atoms 1 to 2: -0.39 -0.94

---

# 3
Density functional theory data (ωB97M-V/def2-TZVPD) for an isolated ion of composition C3H8N2 and charge +1.

Spin multiplicity: 2
Electronic energy (eV): -6211.7690
Relative energy (zero: lowest compared OMol25 entry of this formula, charge and spin) (kJ/mol): 157.9
Gap between HOMO and LUMO (alpha / beta) (eV): 10.8 / 7.8
Charge: +1

Atoms and positions in Å:
C1 0.02899 1.18840 1.16270
C2 -0.08653 0.00623 0.28404
C3 0.38116 0.06463 -1.03421
N1 0.21293 -0.98201 -1.89173
N2 -0.83292 -1.13058 0.65633
H1 0.74057 1.91000 0.78165
H2 0.51612 0.93462 2.11657
H3 -0.95359 1.57516 1.42761
H4 1.05119 0.87062 -1.31740
H5 0.95633 -1.68851 -1.84440
H6 0.32927 -0.64587 -2.85005
H7 -1.77894 -0.79452 0.87763
H8 -0.56457 -1.30816 1.63127

Atomic partial charges in e from the natural (NBO) method, atoms 1 to 2: -0.72 0.39

---

# 4
Density functional theory data (ωB97M-V/def2-TZVPD) for the molecule C6H14Cl2Si.

Electronic energy (eV): -39373.9677
Relative energy (zero: lowest compared OMol25 entry of this formula, charge and spin) (kJ/mol): 142.4
SMILES: CC(C)[C@H](C)[Si](C)(Cl)Cl
Gap between HOMO and LUMO (eV): 10.7

Atoms and positions in Å:
C1 -0.99679 -1.70192 0.14662
C2 0.03673 -0.49457 0.35384
C3 1.49840 -1.13338 0.38273
C4 -0.16668 0.53502 -0.75324
C5 0.64050 0.12877 -2.05443
Si1 0.34710 2.29775 -0.20032
C6 -0.92088 2.70694 1.22000
Cl1 2.32869 2.27092 0.40142
Cl2 0.33247 3.80222 -1.52101
H1 -0.89694 -2.05078 -0.80740
H2 -1.01129 -2.62574 0.91784
H3 -1.98207 -1.32994 0.22850
H4 -0.18520 -0.02982 1.29574
H5 1.70192 -1.53780 -0.56336
H6 2.29951 -0.44411 0.57634
H7 1.62073 -2.03417 1.03180
H8 -1.21357 0.49401 -1.01581
H9 1.71354 0.49179 -1.91709
H10 0.42993 -0.98514 -2.27676
H11 0.25943 0.82240 -2.80627
H12 -0.94315 2.05014 1.98738
H13 -0.63664 3.67265 1.70950
H14 -1.80132 2.79022 0.74154

Atomic partial charges in e from the natural (NBO) method, atoms 1 to 2: -0.59 -0.21

---

# 5
Density functional theory data (ωB97M-V/def2-TZVPD) for C32H32N5O3PPtS as an isolated structure.

Electronic energy (eV): -70667.0048
Relative energy (zero: lowest compared OMol25 entry of this formula, charge and spin) (kJ/mol): 81.5
Gap between HOMO and LUMO (eV): 7.6

Atoms and positions in Å:
Pt1 -0.14069 -0.20127 -0.41772
O1 -3.69794 1.61767 -1.73550
S1 -2.35159 1.14920 -1.59304
O2 -1.56507 1.88653 -0.60431
O3 -2.21842 -0.31584 -1.30418
C1 -1.57227 1.37867 -3.20744
C2 -2.14558 2.35807 -4.00428
C3 -1.75276 2.52226 -5.32474
C4 -0.82444 1.65687 -5.87836
C5 -0.24434 0.68527 -5.08218
C6 -0.55925 0.57429 -3.73023
P1 0.36898 -0.59685 -2.69103
C7 -0.19068 -2.20647 -3.34546
C8 -1.54645 -2.52716 -3.25167
C9 -2.00940 -3.73753 -3.73716
C10 -1.13195 -4.64301 -4.31670
C11 0.21246 -4.32785 -4.41687
C12 0.68420 -3.11546 -3.93479
C13 2.11877 -0.53315 -3.15680
C14 2.92918 -1.42343 -2.44607
C15 4.30024 -1.42476 -2.61896
C16 4.88751 -0.51476 -3.48917
C17 4.09229 0.37798 -4.18897
C18 2.71422 0.36735 -4.03083
H1 -2.93841 2.96589 -3.59366
H2 -2.20598 3.29877 -5.92570
H3 -0.55289 1.73240 -6.92247
H4 0.46948 -0.00210 -5.52044
H5 -2.23409 -1.82880 -2.80094
H6 -3.06228 -3.97214 -3.66236
H7 -1.49813 -5.58828 -4.69273
H8 0.90294 -5.02297 -4.87576
H9 1.73481 -2.88262 -4.03170
H10 2.47840 -2.10806 -1.73517
H11 4.91215 -2.12019 -2.06023
H12 5.96131 -0.49995 -3.61470
H13 4.54327 1.09679 -4.86001
H14 2.11962 1.09501 -4.56372
C19 -0.86643 -1.14517 2.54670
N1 -0.61158 -1.68105 1.18050
C20 -1.83184 -2.43083 0.76099
N2 -2.14642 -3.49302 1.69390
C21 -2.36354 -2.91277 3.01630
N3 -1.17768 -2.19843 3.49254
C22 -0.05744 -3.13516 3.53164
N4 0.20388 -3.72549 2.22071
C23 0.50478 -2.66342 1.28085
C24 -1.01117 -4.40688 1.77172
H15 -1.70035 -0.44275 2.47940
H16 0.02582 -0.61151 2.87699
H17 -1.64210 -2.84771 -0.22967
H18 -2.65635 -1.72330 0.68724
H19 -2.60445 -3.71226 3.72003
H20 -3.20444 -2.21761 2.97062
H21 -0.28566 -3.93374 4.24034
H22 0.83736 -2.60866 3.87183
H23 0.66544 -3.08643 0.28693
H24 1.40323 -2.12995 1.59259
H25 -1.24845 -5.20904 2.47383
H26 -0.83270 -4.84238 0.78573
C25 1.58566 0.38867 0.52396
C26 1.91733 1.70320 -0.07118
C27 2.88500 1.82986 -1.08039
C28 3.09024 3.03565 -1.71925
C29 2.33285 4.14848 -1.35340
C30 1.39777 4.05800 -0.31996
C31 1.20845 2.85135 0.32078
C32 2.52656 5.38538 -2.03268
N5 2.68341 6.38009 -2.58848
H27 1.30903 0.52701 1.57593
H28 2.44230 -0.29043 0.46266
H29 3.48940 0.97768 -1.34750
H30 3.83382 3.12457 -2.49850
H31 0.82280 4.92655 -0.03230
H32 0.47192 2.78218 1.10967

Atomic partial charges in e from the Mulliken method, atoms 1 to 2: 2.85 -0.73

---

# 6
Density functional theory data (ωB97M-V/def2-TZVPD) for a 2-piece molecular cluster, C8H15N4OS overall.

Electronic energy (eV): -27367.5306
Relative energy (zero: lowest compared OMol25 entry of this formula, charge and spin) (kJ/mol): 536.7
Gap between HOMO and LUMO (alpha / beta) (eV): 6.2 / 7.1
Charge: +1

Atoms and positions in Å:
C1 -2.88811 0.83820 1.53114
C2 -3.64170 0.62569 0.34732
C3 -0.74373 0.78963 0.61914
C4 0.26675 0.70934 -0.14060
C5 4.97155 -0.22209 -0.75787
C6 -5.15418 0.42621 0.52103
C7 4.10671 0.14511 0.40755
C8 3.93860 1.59316 0.54344
N1 -1.53696 0.92068 1.51388
N2 1.73846 2.20722 0.53788
N3 0.66420 0.27888 -1.29977
N4 -5.74846 -0.27396 -0.60042
O1 2.70650 2.02944 -0.16309
S1 -3.05074 0.68496 -1.23936
H1 -3.28111 1.06286 2.52805
H2 5.44631 -1.24190 -0.71197
H3 4.41286 -0.28273 -1.74969
H4 5.67646 0.47665 -0.82674
H5 -5.30364 0.00091 1.51364
H6 -5.52975 1.47866 0.62648
H7 4.37731 -0.41513 1.24250
H8 3.01391 -0.26214 0.16544
H9 3.86226 1.90368 1.58634
H10 4.72206 2.01931 -0.02161
H11 0.03370 0.23990 -2.09258
H12 1.65672 0.01480 -1.48141
H13 -5.43005 -1.21372 -0.63384
H14 -4.04213 0.02364 -1.87939
H15 -6.69377 -0.08580 -0.84482

Atomic partial charges in e from the natural (NBO) method, atoms 1 to 2: -0.11 -0.10